Entry 1:
One molecule with the formula C15H21NO4, computed with ωB97M-V/def2-TZVPD.

Values from the calculation:
energy above the lowest of the compared OMol25 structures with the same formula, charge and spin = 0.456 eV
molar mass = 279.34 g mol⁻¹
gap between HOMO and LUMO = 0.3343 hartree
structure (SMILES) = Cc1ccc(OCCN2C(=O)OC(C)(C)[C@@]2(C)O)cc1
DFT total energy = -939.9348 a.u.

Cartesian coordinates (Å):
O1 -0.31 -0.38 -3.70
O2 0.63 1.19 0.62
O3 -0.42 -2.43 -2.79
O4 2.27 -2.46 -1.20
N1 0.62 -0.84 -1.66
C1 -0.50 2.36 3.85
C2 0.80 -1.84 0.59
C3 -0.05 -3.06 -1.56
C4 0.60 -4.40 -1.87
C5 0.95 -2.04 -0.91
C6 0.13 1.63 2.87
C7 0.47 1.46 -0.75
C8 -0.05 1.97 1.52
C9 1.29 0.43 -1.54
C10 -0.05 -1.15 -2.81
C11 -1.48 3.77 2.20
C12 -0.86 3.05 1.20
C13 -1.33 -3.25 -0.75
C14 -1.31 3.45 3.54
C15 -2.00 4.22 4.62
H1 0.76 0.80 3.11
H2 -2.84 3.66 5.02
H3 0.91 -4.88 -0.94
H4 1.46 -4.26 -2.50
H5 -1.81 -2.29 -0.55
H6 2.27 0.30 -1.07
H7 1.53 -1.10 0.93
H8 -1.02 3.33 0.17
H9 -2.01 -3.86 -1.33
H10 -2.37 5.17 4.24
H11 1.43 0.82 -2.56
H12 -0.58 1.39 -1.05
H13 0.84 2.46 -0.99
H14 2.89 -1.90 -0.73
H15 -0.12 -5.03 -2.38
H16 -0.35 2.09 4.89
H17 0.98 -2.78 1.10
H18 -1.13 -3.75 0.19
H19 -1.31 4.42 5.45
H20 -0.19 -1.47 0.84
H21 -2.11 4.61 1.93



Entry 2:
One molecule with the formula C15H21NO4S, computed with ωB97M-V/def2-TZVPD.

Values from the calculation:
energy above the lowest of the compared OMol25 structures with the same formula, charge and spin = 0.340 eV
molar mass = 311.40 g mol⁻¹
gap between HOMO and LUMO = 0.3461 hartree
structure (SMILES) = CCC(CC)NC(=O)COC(=O)CCC(=O)c1cccs1
DFT total energy = -1338.1207 a.u.

Cartesian coordinates (Å):
S1 3.31 -0.93 0.93
O1 -0.91 2.95 0.03
O2 0.46 1.26 -0.53
O3 -3.83 1.50 0.38
O4 3.31 2.54 -0.92
N1 -2.10 0.15 -0.19
C1 3.55 0.32 -0.25
C2 -0.21 -1.75 1.23
C3 2.42 2.04 1.24
C4 4.48 -1.55 -1.26
C5 4.07 -2.08 -0.07
C6 -2.57 -1.06 0.46
C7 3.11 1.70 -0.07
C8 -1.65 -1.42 1.64
C9 1.25 2.98 0.96
C10 4.18 -0.18 -1.36
C11 0.24 2.29 0.07
C12 -2.74 1.32 -0.13
C13 -1.96 2.47 -0.81
C14 -2.69 -2.18 -0.57
C15 -3.81 -1.90 -1.57
H1 -3.56 -0.82 0.85
H2 -2.08 -2.27 2.16
H3 0.75 3.32 1.87
H4 0.39 -1.94 2.12
H5 3.15 2.54 1.88
H6 -1.75 -2.29 -1.10
H7 4.17 -3.09 0.27
H8 -1.17 0.12 -0.60
H9 -3.62 -0.97 -2.10
H10 1.61 3.86 0.42
H11 -4.76 -1.82 -1.07
H12 0.24 -0.93 0.69
H13 -3.87 -2.71 -2.31
H14 -0.18 -2.64 0.61
H15 -2.63 3.32 -0.95
H16 4.42 0.44 -2.21
H17 4.98 -2.11 -2.03
H18 2.07 1.14 1.75
H19 -2.90 -3.12 -0.05
H20 -1.64 -0.58 2.33
H21 -1.54 2.14 -1.76



Entry 3:
C15H22AlF3O12S as an isolated structure in a non-equilibrium geometry, computed with ωB97M-V/def2-TZVPD.

Values from the calculation:
molar mass = 510.37 g mol⁻¹
gap between HOMO and LUMO = 0.1383 hartree
DFT total energy = -2427.6163 a.u.

Cartesian coordinates (Å):
S1 -2.30 -3.26 2.96
Al1 1.14 -1.88 0.83
F1 -3.87 -5.40 3.28
F2 -1.92 -5.94 2.70
F3 -3.17 -5.07 1.17
O1 -2.12 -3.33 4.43
O2 -3.32 -2.38 2.41
O3 -0.58 0.16 1.77
O4 0.16 -0.26 -1.37
O5 -1.02 -3.04 2.23
O6 -1.30 2.23 2.34
O7 0.84 -3.62 -2.36
O8 1.61 -1.18 3.52
O9 1.92 0.90 0.79
O10 0.54 1.11 -3.12
O11 2.42 -2.18 -1.76
O12 3.63 2.23 0.30
C1 -1.10 0.91 2.54
C2 3.84 3.57 -0.24
C3 -0.08 0.07 -2.50
C4 -1.91 0.52 3.76
C5 -2.87 -5.05 2.45
C6 2.77 -3.48 -3.71
C7 -2.07 2.87 3.34
C8 -0.17 1.35 -4.36
C9 -2.89 1.69 3.91
C10 2.45 4.13 -0.46
C11 2.35 1.89 0.24
C12 -1.19 0.24 -4.61
C13 -0.92 -0.70 -3.46
C14 1.62 2.86 -0.63
C15 1.91 -3.02 -2.56
H1 3.17 -4.44 -3.34
H2 2.24 -3.91 -4.56
H3 -1.40 3.35 4.05
H4 4.18 4.00 0.71
H5 -0.94 -0.21 -5.57
H6 1.73 -0.43 4.13
H7 -1.88 -0.85 -2.97
H8 -0.48 -1.63 -3.82
H9 -0.65 2.33 -4.30
H10 -3.15 1.91 4.94
H11 -2.25 0.47 -4.54
H12 -3.78 1.55 3.30
H13 1.64 2.63 -1.69
H14 -2.83 3.57 3.00
H15 4.58 3.74 -1.01
H16 0.43 1.29 -5.27
H17 -2.50 -0.40 3.75
H18 -1.30 0.43 4.66
H19 3.70 -2.96 -3.93
H20 0.59 2.97 -0.29
H21 2.28 4.77 -1.33
H22 2.22 4.88 0.29



Entry 4:
C15H22BClHgN6 as an isolated structure in a non-equilibrium geometry, computed with ωB97M-V/def2-TZVPD.

Values from the calculation:
molar mass = 533.24 g mol⁻¹
2S+1 = 2
net charge = -1
gap between HOMO and LUMO (spin up / spin down) = 0.2590 / 0.2615 hartree
⟨S²⟩ = 0.76
DFT total energy = -1551.9448 a.u.

Cartesian coordinates (Å):
Hg1 0.00 -1.01 -2.69
Cl1 0.00 -3.63 -1.68
N1 0.00 1.43 -0.05
N2 0.00 1.49 -1.38
N3 -1.90 -0.55 -0.78
N4 1.90 -0.55 -0.78
N5 -1.30 -0.66 0.41
N6 1.30 -0.67 0.41
C1 0.00 3.16 -3.18
C2 2.11 -1.32 1.27
C3 0.00 3.00 1.92
C4 4.05 -1.11 -1.84
C5 1.77 -1.67 2.67
C6 0.00 3.57 -0.60
C7 3.28 -1.62 0.59
C8 -3.28 -1.61 0.59
C9 -1.77 -1.66 2.67
C10 0.00 2.76 -1.74
C11 3.09 -1.12 -0.70
C12 -4.05 -1.11 -1.84
C13 -2.11 -1.31 1.27
C14 -3.09 -1.12 -0.70
C15 0.00 2.69 0.46
B1 0.00 0.11 0.74
H1 -4.29 -2.12 -2.15
H2 0.88 2.76 -3.68
H3 -0.99 -2.42 2.68
H4 0.00 4.08 2.06
H5 -0.88 2.58 2.40
H6 0.00 4.64 -0.56
H7 1.39 -0.80 3.21
H8 0.00 4.25 -3.27
H9 -4.14 -2.13 0.98
H10 0.99 -2.43 2.68
H11 4.98 -0.63 -1.54
H12 -0.88 2.76 -3.68
H13 -4.98 -0.63 -1.54
H14 4.29 -2.12 -2.16
H15 3.62 -0.57 -2.67
H16 0.88 2.58 2.40
H17 0.00 0.35 1.90
H18 4.14 -2.14 0.98
H19 -3.62 -0.57 -2.67
H20 2.64 -2.07 3.18
H21 -2.64 -2.06 3.18
H22 -1.40 -0.79 3.21



Entry 5:
C15H22BrFeN8O2PS as an isolated structure in a non-equilibrium geometry, computed with ωB97M-V/def2-TZVPD.

Values from the calculation:
energy above the lowest of the compared OMol25 structures with the same formula, charge and spin = 0.000 eV
molar mass = 545.19 g mol⁻¹
2S+1 = 5
net charge = +2
gap between HOMO and LUMO (spin up / spin down) = 0.3335 / 0.3218 hartree
⟨S²⟩ = 6.01
DFT total energy = -5750.1115 a.u.

Cartesian coordinates (Å):
Br1 1.00 2.76 3.51
Fe1 0.34 0.63 0.82
S1 2.21 -0.61 1.61
P1 -0.52 -1.02 -1.11
O1 0.39 1.33 -1.07
O2 0.21 2.97 -2.63
N1 0.73 2.95 0.84
N2 -1.32 -3.15 -2.69
N3 1.74 -1.59 5.36
N4 2.43 -1.41 4.17
N5 -0.60 -0.25 3.03
N6 -2.04 -0.96 -3.40
N7 0.49 -0.78 3.74
N8 0.27 -1.65 -3.72
C1 0.54 -1.20 5.07
C2 -0.92 -0.81 -4.25
C3 0.42 2.60 -1.50
C4 0.80 -1.08 -2.42
C5 -0.20 -3.10 -3.55
C6 0.76 3.54 -0.38
C7 -0.60 -1.19 6.00
C8 -1.89 -0.28 -2.10
C9 1.71 -0.92 3.19
C10 1.04 3.71 1.88
C11 1.41 5.63 0.55
C12 1.08 4.87 -0.57
C13 1.39 5.05 1.81
C14 -2.42 -2.36 -3.25
C15 -1.02 -2.80 -1.29
H1 -3.29 -2.43 -2.60
H2 3.42 -1.63 4.12
H3 1.15 -0.07 -2.62
H4 -2.83 -0.38 -1.54
H5 -1.90 -3.02 -0.68
H6 -0.44 -3.46 -4.56
H7 -1.68 0.78 -2.25
H8 1.63 -1.72 -2.11
H9 -0.91 -0.19 6.28
H10 0.65 -3.66 -3.15
H11 -0.97 0.56 3.53
H12 1.70 6.66 0.44
H13 -0.21 -3.43 -0.91
H14 1.63 5.60 2.70
H15 -0.55 0.22 -4.29
H16 -1.47 -1.71 5.57
H17 -2.68 -2.76 -4.23
H18 1.02 -1.62 -4.42
H19 -1.32 -0.96 2.98
H20 -0.32 -1.73 6.90
H21 -1.11 -1.21 -5.25
H22 1.06 5.28 -1.57



Entry 6:
A 3-piece molecular cluster, C15H22BrN3O overall in a non-equilibrium geometry, computed with ωB97M-V/def2-TZVPD.

Values from the calculation:
molar mass = 340.26 g mol⁻¹
2S+1 = 2
net charge = +1
gap between HOMO and LUMO (spin up / spin down) = 0.1838 / 0.2474 hartree
⟨S²⟩ = 0.77
DFT total energy = -3397.9710 a.u.

Cartesian coordinates (Å):
Br1 1.35 -4.03 -1.30
O1 2.79 -2.36 4.02
N1 -4.15 2.32 0.31
N2 1.60 -2.06 1.91
N3 2.08 0.36 -2.40
C1 3.29 0.03 -3.19
C2 -1.66 1.57 -0.61
C3 1.09 -0.56 -2.32
C4 1.91 1.65 -1.91
C5 -4.16 1.60 -0.84
C6 -5.40 2.45 1.09
C7 -3.05 2.68 0.99
C8 -2.84 1.24 -1.32
C9 0.18 -2.48 2.50
C10 0.72 2.01 -1.37
C11 -0.07 -0.18 -1.64
C12 -0.28 1.10 -1.18
C13 -1.76 2.34 0.56
C14 2.82 -2.48 2.81
C15 4.06 -2.99 1.98
H1 4.00 -0.20 -2.40
H2 3.04 -0.87 -3.75
H3 1.70 -1.05 1.85
H4 1.32 -1.54 -2.72
H5 3.92 -4.06 1.87
H6 -0.87 2.73 1.02
H7 -5.54 3.51 1.31
H8 1.75 -2.38 0.97
H9 0.52 2.99 -0.96
H10 -0.48 -1.83 1.92
H11 -5.36 2.04 2.10
H12 -0.88 -0.90 -1.63
H13 -6.26 2.16 0.49
H14 -3.13 3.25 1.90
H15 0.08 -2.29 3.57
H16 0.10 -3.52 2.20
H17 3.57 0.86 -3.84
H18 4.24 -2.65 0.97
H19 4.93 -2.72 2.58
H20 2.71 2.36 -2.08
H21 -5.09 1.25 -1.25
H22 -2.78 0.65 -2.22



Question: Which of these has the highest DFT total energy?
Answer: C15H21NO4



Question: DFT total energy of number 6 (C15H22BrN3O)?
Answer: -3397.9710 a.u.



Question: Number 4 is which compound?
Answer: C15H22BClHgN6